A molecular structure, C11H13BClNPb in a non-equilibrium geometry. Source: OMol25; level of theory: ωB97M-V with the def2-TZVPD basis set.

```
! wB97M-V def2-TZVPD RIJCOSX def2/J DEFGRID3
* xyz -2 1
H 1.7914 0.8757 -4.2430
H -0.2844 -0.8193 -4.6174
C 2.6292 -0.7522 -2.9363
B -0.3493 -0.0445 5.2898
C -1.5435 2.0563 1.4713
C 2.1143 -2.0437 -2.6010
C 0.5552 -0.4323 4.0130
C 0.5844 -1.0028 -3.9901
C -0.8344 2.5670 0.3616
C 0.8544 -2.2004 -3.2574
H -2.5713 0.0297 -0.9882
H -0.6909 1.8414 -1.7599
H 0.2086 0.3105 6.3366
N 1.1881 -0.6357 3.0626
H -3.1133 0.4865 1.6114
Pb 0.8688 -0.4084 0.4109
H 2.6145 -2.7972 -1.9981
Cl -0.1605 -2.6489 0.4602
H -0.2018 3.4508 0.3871
H 3.5962 -0.3543 -2.6384
H -1.0636 0.7947 4.7323
H -1.4226 2.3823 2.4944
C -2.1076 0.7718 -0.3510
C -2.3895 1.0140 1.0095
C -1.1210 1.7366 -0.7659
H -1.0661 -0.9789 5.5340
H 0.2330 -3.0914 -3.2366
C 1.6816 -0.1074 -3.7916
*
```

Calculated values
HOMO level in hartree: -0.0407
Frontier orbital gap in hartree: 0.2304
LUMO level in eV: 5.161
M in g mol⁻¹: 412.7